[1]
Below is a molecular structure, C31H29F2IrN4Si, with properties calculated with ωB97M-V/def2-TZVPD.

Geometry as XYZ:
```
68
C31H29F2IrN4Si | the OMol25 dataset | ωB97M-V/def2-TZVPD
Ir -0.2278 0.0071 0.1777
Si 0.9947 -1.3037 -2.8218
F 4.9981 0.7962 0.8123
F 3.4871 -3.2734 2.4865
N 0.9606 1.6533 -0.3071
N -0.6153 1.0338 1.9823
N 0.1437 -1.3014 -1.2612
N -1.1792 -1.8004 0.4031
C 3.9692 -0.0372 1.0476
C -1.7456 -4.3499 -0.3051
C -1.2133 2.4725 4.2681
C 1.9138 -1.8133 1.5372
C 4.2664 -1.2350 1.6568
C 3.2167 -2.1050 1.8931
C -2.3224 -3.7929 0.8265
C -2.4591 1.8781 0.7534
C -1.6816 1.8694 1.9955
C 0.4908 2.7644 -0.8934
C -3.5834 2.6754 0.5436
C -2.5561 -1.7935 2.3899
C -0.1454 1.5879 4.2532
C -3.7944 1.7565 -1.6631
C -0.6354 -2.3097 -0.7255
C 2.6716 0.3225 0.6737
C -1.9859 1.0170 -0.2419
C -4.2499 2.6130 -0.6673
C 0.1218 0.8941 3.0925
C -2.6715 0.9646 -1.4535
C 3.1218 2.6594 -0.2249
C -1.9845 2.6103 3.1310
C -2.0170 -2.4801 1.1772
C 2.2731 1.5864 0.0352
C 1.4551 0.4391 -3.2744
C 2.6278 3.7976 -0.8320
C -0.8816 -3.6162 -1.1090
C -0.1838 -1.9632 -4.1120
C 1.2867 3.8528 -1.1734
C 2.5010 -2.3818 -2.6481
C 1.6472 -0.5992 0.9184
H -0.4285 -4.0358 -1.9942
H -0.5560 2.7647 -1.1540
H 2.2354 -3.4195 -2.4353
H 0.2622 -1.8354 -5.1009
H -1.1288 -1.4153 -4.1038
H 5.2805 -1.4820 1.9348
H -4.3190 1.7044 -2.6090
H 3.1464 -2.0268 -1.8410
H 2.2533 0.8464 -2.6531
H 0.4801 1.4364 5.1207
H -3.0008 -4.3649 1.4423
H 0.9513 0.2049 3.0319
H -0.4110 -3.0229 -3.9944
H -1.4434 3.0440 5.1572
H -1.7884 -1.7309 3.1642
H 1.1363 -2.5437 1.7271
H -1.9744 -5.3741 -0.5688
H -2.3305 0.3073 -2.2457
H 3.0836 -2.3742 -3.5721
H -2.8285 3.2839 3.1194
H -3.4068 -2.3361 2.7960
H 1.8176 0.4310 -4.3054
H -3.9465 3.3431 1.3147
H 0.5966 1.1117 -3.2339
H -2.8688 -0.7804 2.1367
H 0.8530 4.7192 -1.6510
H 3.2854 4.6315 -1.0371
H 4.1604 2.5923 0.0485
H -5.1249 3.2259 -0.8352
```

Summary:
LUMO level (spin up / spin down): -2.637 / -4.709 eV
Orbital gap (spin up / spin down): 8.30 / 6.37 eV
Net charge: +1
<S²>: 0.76
Calculated total energy: -54727.8000 eV
M: 715.90 g mol⁻¹
Spin multiplicity: 2



[2]
Below is a molecular structure, CH2O5P, with properties calculated with ωB97M-V/def2-TZVPD.

Geometry as XYZ:
```
9
CH2O5P | the OMol25 dataset | ωB97M-V/def2-TZVPD
P 1.7560 0.1672 -0.1727
O -0.7177 -1.3863 0.2527
O 2.4117 -0.5991 0.8721
O -1.5442 0.7852 0.0549
O 2.0015 0.0168 -1.5931
O 0.7466 1.2916 0.1912
C -1.6104 -0.5262 0.1823
H -2.5899 -0.7734 0.0594
H -0.4535 1.0242 0.1532
```

Summary:
LUMO level: 4.028 eV
Orbital gap: 10.01 eV
Net charge: -1
Calculated total energy: -20600.1141 eV
M: 125.00 g mol⁻¹



[3]
Below is 3 unconnected molecules or ions with the total composition C27H45BF2N3O5P2, with properties calculated with ωB97M-V/def2-TZVPD.

Geometry as XYZ:
```
85
C27H45BF2N3O5P2 | the OMol25 dataset | ωB97M-V/def2-TZVPD
P -1.1395 -0.8257 -3.8432
P 0.0050 -0.0583 -1.8815
F -0.7942 -8.1478 1.1847
F 2.5560 4.8551 3.2952
O -3.6371 3.4919 0.6910
O 4.3346 -0.2182 -0.8951
O 1.8508 -2.2707 -1.1533
O -0.3296 -3.0432 -1.3779
O -4.6501 1.7287 -0.2755
N -2.5907 -0.2322 -4.1635
N -0.0336 2.1192 -4.9180
N 3.2465 1.4943 0.2462
C 0.9684 0.7133 -0.3976
C -4.8571 1.0400 0.9680
C -0.3252 -8.5342 -2.3720
C -0.5421 -7.8409 -0.1109
C 4.9505 2.9003 1.3997
C -4.4208 3.6794 -1.5740
C 4.2127 2.5989 0.1039
C -0.4926 1.7825 -2.5493
C -0.0344 -7.2267 -2.7354
C -2.6547 -0.1778 1.4364
C -4.1049 -0.2794 0.9332
C 4.1775 -0.4503 1.4684
C -4.1980 2.9953 -0.2544
C 0.3224 2.2037 -3.6964
C -0.5810 -8.8556 -1.0453
C 2.1727 1.5730 -0.7758
C 2.1139 2.8937 4.5122
C -1.6530 -0.1325 -0.8968
C 0.0298 4.2251 5.7887
C -1.6366 -0.8081 0.4811
C 0.3039 2.9015 6.1038
C 0.7905 4.8946 4.8410
C 1.3442 2.2414 5.4644
C 0.0009 -6.2271 -1.7712
C 3.9559 0.2402 0.1486
C -0.2591 -6.5320 -0.4422
C 1.8188 4.2111 4.2240
B 0.5287 -1.9543 -1.4232
H -0.2471 -5.7656 0.3209
H 4.2370 2.9760 2.2186
H -4.5555 4.7445 -1.4061
H 1.3179 2.5934 -3.4412
H 2.5614 1.3189 -1.7691
H -2.4297 -0.5766 -1.5289
H 4.5104 0.2639 2.2205
H 0.1638 -6.9824 -3.7705
H -5.2567 3.2419 -2.1117
H -1.5557 1.8179 -2.7898
H 1.5575 1.2071 5.7011
H -0.3559 -9.3134 -3.1231
H -1.9699 0.9066 -0.7639
H -2.5977 0.2723 -5.0426
H 0.7237 2.4385 -5.5201
H 5.6870 2.1319 1.6390
H -5.9337 0.8919 1.0709
H -2.3847 0.8672 1.6176
H -1.8791 -1.8726 0.3980
H 5.4755 3.8547 1.3288
H 0.2705 1.3395 0.1674
H -4.1018 -0.5920 -0.1131
H 4.9445 2.3653 -0.6837
H 0.2224 -5.2026 -2.0371
H -4.5134 1.6727 1.7869
H 4.9004 -1.2556 1.3580
H 3.6672 3.4778 -0.2367
H 1.8737 2.6228 -0.7915
H 1.9262 -2.9397 -0.4661
H -2.5843 -0.6847 2.4053
H -3.5285 3.5302 -2.1853
H 2.9179 2.3945 3.9900
H -0.6493 -0.7610 0.9478
H -1.1970 -2.2571 -3.7746
H -0.2949 2.4779 -1.7269
H 0.5956 5.9243 4.5750
H -0.2960 2.3834 6.8399
H -0.7862 4.7415 6.2772
H 3.2172 -0.8448 1.8085
H 1.2907 -0.0644 0.3005
H -0.8071 -9.8663 -0.7338
H -1.2315 -2.7841 -1.5881
H 1.2221 0.0232 -2.7175
H -4.6661 -1.0178 1.5092
H -0.2101 -0.6674 -4.8977
```

Summary:
LUMO level: 2.403 eV
Orbital gap: 5.77 eV
Net charge: -1
Calculated total energy: -68125.8111 eV
M: 602.43 g mol⁻¹



[4]
Below is a molecular structure, C23H28FN6O3S2Tl, with properties calculated with ωB97M-V/def2-TZVPD.

Geometry as XYZ:
```
64
C23H28FN6O3S2Tl | the OMol25 dataset | ωB97M-V/def2-TZVPD
Tl -0.1962 3.3576 2.3213
S -1.0483 5.7243 2.8705
S 1.4617 2.5793 4.0473
F 3.2564 -2.3500 -0.0693
O -3.4073 2.7144 -0.3693
O -1.6578 3.4811 0.7542
O 0.4285 1.5302 0.9971
N -1.5963 -0.5222 -1.9072
N -1.1081 2.0240 4.0330
N 0.4410 7.2152 1.2253
N -1.4914 6.3540 0.3386
N 2.9098 -6.2938 -1.1084
N 1.9802 -3.7870 -2.1389
C 2.0802 -1.8899 -0.5617
C 1.5602 -0.7437 -0.0464
C 0.0245 1.8424 4.7219
C -2.0959 0.6022 -1.3744
C 1.4364 -5.9668 -1.1500
C 3.7526 -5.0455 -0.9690
C -1.4925 1.3639 -0.4095
C -0.6614 6.4819 1.3500
C -0.3627 -0.9903 -1.4720
C 0.0258 1.1111 5.9098
C 1.1784 -4.9877 -2.2906
C -0.2303 0.9527 0.0991
C -2.3387 0.7685 5.6236
C 1.4305 -2.6307 -1.5604
C -1.8260 -0.7314 -4.3759
C 0.3210 -0.2699 -0.4871
C -2.2675 1.5050 4.4650
C -2.2670 2.5842 0.0199
C 0.2102 -2.1506 -2.0053
C -1.1671 0.5767 6.3538
C 3.3972 -4.0970 -2.1035
C -2.3322 -1.1715 -3.0112
C -1.2669 6.8976 -0.9952
H 3.1067 -6.9379 -0.3423
H -1.1923 0.0122 7.2780
H -1.1308 7.9793 -0.9561
H 1.4258 -5.4666 -3.2446
H 3.1676 -6.7738 -1.9734
H 0.8817 -6.8948 -1.2741
H 1.0364 7.3241 2.0292
H 4.8015 -5.3352 -0.9900
H -3.3779 -0.9038 -2.8863
H 3.9985 -3.1974 -2.0234
H -0.7600 -0.9341 -4.4923
H 3.6559 -4.5709 -3.0581
H -3.0640 0.9236 -1.7384
H 0.9452 0.9810 6.4620
H -2.3656 -1.2610 -5.1611
H -3.2835 0.3634 5.9561
H -0.2785 -2.6698 -2.8165
H 1.1816 -5.5196 -0.1910
H -1.9878 0.3377 -4.5149
H -2.1429 6.6930 -1.6017
H -3.1398 1.7046 3.8556
H 0.6331 7.7710 0.4079
H 2.0942 -0.2003 0.7231
H 3.5207 -4.6066 -0.0018
H -2.2662 -2.2497 -2.8876
H -0.3963 6.4347 -1.4629
H -2.2621 5.7158 0.4870
H 0.1181 -4.7573 -2.3075
```

Summary:
LUMO level: -5.008 eV
Orbital gap: 7.57 eV
Net charge: +2
Calculated total energy: -68458.4098 eV
M: 724.03 g mol⁻¹